[1]
The following is a quantum chemistry calculation of a molecular structure, C70H74Co2N2O5P at a distorted geometry, from the Open Molecules 2025 dataset.

Structure (XYZ):
```
154
Properties=species:S:1:pos:R:3:mulliken_charge:R:1
C -0.2661 -0.3945 1.1282 -1.309
C -0.2379 0.4606 2.3878 3.372
C -0.5197 1.9024 1.9237 -2.804
C -1.3606 0.0815 3.3473 -1.782
C 1.1458 0.3473 3.1188 0.141
C 1.9821 1.4618 2.9861 -0.265
C 2.9158 1.7648 3.9679 -1.477
C 3.1403 0.8323 4.9671 -0.986
C 2.6491 -0.4724 4.8713 0.882
C 3.3768 -1.4671 5.8344 2.304
C 3.4270 -2.8816 5.2991 -1.654
C 2.7306 -1.3745 7.2246 -1.817
C 4.8619 -1.0997 6.0120 -1.957
C 1.5768 -0.7277 3.9593 -1.305
N 0.9315 -2.0378 3.8976 1.158
C 0.2103 -2.6273 5.0262 -0.669
C 0.0138 -4.0734 4.6405 -0.092
N 0.3959 -4.1347 3.2221 1.196
C 0.0901 -5.3164 2.4218 -1.975
C -1.2558 -5.5287 1.9620 0.688
C -2.5224 -4.6618 2.2452 2.295
C -3.4892 -4.6811 1.0458 -1.982
C -2.2486 -3.1897 2.4686 -1.364
C -3.2622 -5.2882 3.4385 -1.890
C -1.5488 -6.6853 1.2466 -0.152
C -0.5877 -7.6237 0.9152 -1.728
C 0.6820 -7.4677 1.4333 -0.242
C 1.0511 -6.3414 2.1723 0.883
C 2.5008 -6.5031 2.7155 2.055
C 3.4333 -6.9650 1.5785 -1.679
C 2.4485 -7.5612 3.8295 -1.937
C 3.1128 -5.2435 3.2589 -1.898
C 1.0110 -2.9501 2.8558 -0.267
C 1.7749 -2.6741 1.7309 -0.363
C 1.8859 -3.4653 0.5326 0.743
C 0.7780 -4.0365 -0.1402 0.039
C 0.9992 -4.9208 -1.1871 -0.717
C 2.2918 -5.1315 -1.6924 -0.812
C 3.3759 -4.4292 -1.1471 -0.927
C 3.1738 -3.6047 -0.0451 -0.484
H -0.1720 -1.4535 1.3760 -0.751
H -1.2057 -0.2503 0.5733 0.672
H 0.5760 -0.1385 0.4712 0.385
H -0.4308 2.6170 2.7516 0.454
H 0.1460 2.2079 1.1068 0.500
H -1.5424 1.9770 1.5283 0.476
H -1.3573 0.7541 4.2152 0.340
H -2.3374 0.1560 2.8507 0.425
H -1.2370 -0.9386 3.7112 0.318
H 1.8494 2.1646 2.1643 0.465
H 3.4364 2.7228 3.9696 0.387
H 3.7869 1.1145 5.7990 0.268
H 3.9288 -2.8963 4.3229 0.435
H 3.9947 -3.5326 5.9836 0.559
H 2.4393 -3.3162 5.1939 -0.053
H 3.0382 -0.4418 7.7168 0.454
H 1.6361 -1.3697 7.1884 0.332
H 3.0524 -2.2122 7.8568 0.364
H 5.0107 -0.1612 6.5539 0.504
H 5.3650 -1.8844 6.5933 0.467
H 5.3641 -1.0291 5.0410 0.406
H 0.7704 -2.5068 5.9617 -0.037
H -0.7494 -2.1122 5.1838 0.637
H 0.6622 -4.7472 5.2299 0.431
H -1.0183 -4.4223 4.7854 -0.002
H -3.9779 -5.6507 0.9054 0.551
H -4.2878 -3.9448 1.2099 0.454
H -2.9614 -4.4070 0.1234 0.358
H -1.6421 -3.0076 3.3503 -0.197
H -1.7581 -2.7448 1.5945 -0.018
H -3.2013 -2.6564 2.6225 0.816
H -2.6111 -5.4258 4.3097 0.353
H -4.1108 -4.6605 3.7393 0.420
H -3.6529 -6.2755 3.1604 0.416
H -2.5683 -6.8879 0.9275 0.196
H -0.8382 -8.4800 0.2962 0.404
H 1.3944 -8.2822 1.2901 0.229
H 3.2564 -6.3726 0.6713 0.303
H 4.4823 -6.8208 1.8690 0.361
H 3.3094 -8.0286 1.3413 0.490
H 1.7932 -7.2225 4.6435 0.304
H 2.0522 -8.5138 3.4579 0.395
H 3.4456 -7.7467 4.2476 0.445
H 2.5266 -4.8777 4.0968 0.140
H 4.1334 -5.4388 3.6196 0.837
H 3.1698 -4.4728 2.4833 0.316
H 2.3862 -1.7756 1.7946 0.437
H -0.2268 -3.7687 0.1957 0.772
H 0.1509 -5.4679 -1.6121 0.459
H 2.4494 -5.8086 -2.5347 0.374
H 4.3797 -4.5246 -1.5718 0.349
H 4.0084 -3.0546 0.4021 0.374
O -0.5726 1.9388 -8.1178 -0.440
C -0.7743 2.4583 -7.1037 -0.161
Co -1.0284 3.2796 -5.5886 0.758
C 0.0358 2.3238 -4.5690 0.171
O 0.8855 1.7335 -4.0406 -0.464
C -0.0327 4.5525 -6.2621 0.815
O 0.6997 5.2775 -6.7963 -0.453
C -2.7020 3.8680 -5.5823 -0.733
C -2.5867 2.5882 -4.9474 1.556
C -3.1431 1.3217 -4.8891 -2.291
C -2.3719 0.1656 -4.5063 0.497
C -2.4283 -1.0309 -5.2664 -0.510
C -1.5972 -2.0973 -4.9572 -0.498
C -0.7524 -2.0408 -3.8369 -0.594
C -0.7135 -0.8796 -3.0572 -0.848
C -1.5109 0.2085 -3.3904 -0.208
Co -2.4114 4.0751 -3.8148 0.920
C -1.6721 3.5241 -2.3408 0.354
O -1.1927 3.2307 -1.3195 -0.704
C -4.0152 4.5922 -3.3594 -0.157
O -5.0450 5.0174 -3.0320 -0.470
P -1.5363 6.0676 -3.8493 1.332
C 0.2395 6.3530 -3.5299 0.214
C 0.7425 7.6623 -3.4833 -0.594
C 2.1120 7.8750 -3.3043 -0.707
C 2.9728 6.7888 -3.1082 -0.610
C 2.4581 5.4929 -3.0707 -0.838
C 1.0943 5.2741 -3.2783 0.061
C -1.9211 6.9136 -5.4299 0.318
C -0.9410 7.5439 -6.2006 -0.834
C -1.2779 8.0980 -7.4366 -0.583
C -2.5930 8.0368 -7.9030 -0.718
C -3.5785 7.4205 -7.1295 -0.715
C -3.2437 6.8619 -5.8928 -0.517
C -2.2755 7.2286 -2.6320 0.655
C -2.9872 8.3751 -3.0110 -0.241
C -3.6383 9.1465 -2.0441 -0.613
C -3.5423 8.8072 -0.6928 -0.554
C -2.7719 7.7058 -0.3054 -0.605
C -2.1364 6.9185 -1.2690 -0.416
H -3.4009 4.2765 -6.2841 0.556
H -4.1533 1.2010 -5.2856 0.341
H -3.1114 -1.0708 -6.1202 0.362
H -1.6080 -2.9920 -5.5808 0.346
H -0.1310 -2.8983 -3.5706 0.456
H -0.0579 -0.8208 -2.1868 0.563
H -1.5549 1.0866 -2.7439 0.623
H 0.0625 8.5090 -3.6024 0.492
H 2.5031 8.8918 -3.3207 0.381
H 4.0429 6.9535 -2.9773 0.371
H 3.1111 4.6382 -2.8852 0.453
H 0.6873 4.2587 -3.2488 -0.165
H 0.0753 7.6335 -5.8235 0.465
H -0.4993 8.5811 -8.0271 0.378
H -2.8531 8.4736 -8.8674 0.345
H -4.6126 7.3636 -7.4716 0.426
H -4.0136 6.3648 -5.2937 0.365
H -3.0406 8.6672 -4.0594 0.231
H -4.2163 10.0160 -2.3582 0.395
H -4.0562 9.4068 0.0596 0.349
H -2.6615 7.4520 0.7497 0.388
H -1.5336 6.0566 -0.9685 0.305
```

As for the frontier orbital gap: 4.23 eV. As for the energy above the lowest of the compared OMol25 structures with the same formula, charge and spin: 4.2 kJ/mol. The HOMO energy is -2.40 eV. The energy comes out at -6304.3110 hartree. The calculation puts the LUMO energy at 0.0673 Eh. The total charge is -1.


[2]
The following is a quantum chemistry calculation of 13 unconnected molecules or ions with the total composition C70H74F12O26 at a distorted geometry, from the Open Molecules 2025 dataset.

Structure (XYZ):
```
182
Properties=species:S:1:pos:R:3:mulliken_charge:R:1
C -0.5462 -3.3717 4.8370 -0.862
C -0.0884 -4.8321 4.8814 0.114
O 0.1688 -5.3522 6.1494 -0.332
C 1.3232 -6.1441 6.3676 0.418
O 2.0546 -6.4684 5.4207 -0.523
C 1.6048 -6.4987 7.8699 0.820
F 2.2694 -5.4760 8.3706 -0.221
F 0.3912 -6.4782 8.4934 -0.243
F 2.2497 -7.6703 8.1587 -0.218
H -1.0680 -3.1659 3.9025 -0.070
H 0.2327 -2.6107 4.8849 0.171
H -1.2592 -3.3142 5.6595 0.587
H 0.6935 -4.8893 4.1242 0.175
H -0.9143 -5.3635 4.4085 0.112
C 1.4921 -4.3105 1.8836 -0.198
C 2.9408 -3.8009 2.1667 0.301
O 3.8464 -4.4780 1.3182 -0.367
C 4.2897 -3.9282 0.1015 0.045
O 3.9278 -2.8515 -0.3603 -0.655
C 5.1605 -4.9412 -0.6976 0.699
F 6.3320 -4.3522 -0.8852 -0.228
F 5.3632 -6.0658 0.0069 -0.248
F 4.5886 -5.3215 -1.9109 -0.208
H 1.3755 -5.3215 2.2741 0.924
H 1.4010 -4.2260 0.8007 -0.054
H 0.7476 -3.6633 2.3472 -0.478
H 3.1791 -3.9639 3.2178 0.406
H 2.9660 -2.7368 1.9320 -0.540
C -7.7139 6.4152 3.3934 -1.165
C -6.4460 5.7131 3.8170 -0.246
O -6.2500 4.5088 3.0737 -0.228
C -5.1459 4.2544 2.3717 0.185
O -4.1142 4.8764 2.5336 -0.563
C -5.3586 3.0364 1.4028 1.083
F -4.5310 2.0704 1.6879 -0.193
F -6.6069 2.5086 1.5006 -0.316
F -5.1770 3.4300 0.1423 -0.188
H -7.7705 6.4428 2.3052 0.334
H -7.7788 7.4392 3.7614 0.362
H -8.5930 5.9963 3.8831 0.284
H -6.6775 5.6079 4.8769 0.277
H -5.5962 6.3954 3.8348 0.337
C 6.2839 0.5281 -3.6602 -0.488
C 5.6899 1.4345 -4.6999 -0.487
O 4.4198 2.0347 -4.3786 -0.276
C 3.2906 1.6765 -5.0753 0.443
O 3.3151 1.1641 -6.1916 -0.616
C 2.0152 2.3029 -4.4435 0.990
F 1.1961 1.2715 -4.1947 -0.222
F 2.2236 2.9967 -3.3410 -0.207
F 1.3607 3.0558 -5.2965 -0.256
H 7.1396 -0.0592 -3.9935 0.465
H 5.5459 -0.2342 -3.4108 -0.054
H 6.6753 1.0338 -2.7775 0.107
H 5.5445 0.7959 -5.5712 0.346
H 6.4191 2.2164 -4.9123 0.352
C 1.9085 -3.9712 -2.9605 -0.425
C 3.0038 -3.7879 -3.8544 -1.258
C 2.9614 -2.8373 -4.8420 0.550
C 1.9275 -1.9423 -4.8407 -0.924
C 0.8846 -2.0318 -3.9319 0.601
C 0.8068 -3.1478 -3.0485 -0.010
O -0.4035 -3.4193 -2.3964 -0.444
O 3.9415 -2.7627 -5.7709 -0.633
H 1.9540 -4.7371 -2.2004 0.524
H 3.7992 -4.5154 -3.7878 0.601
H 1.8207 -1.3628 -5.7458 0.528
H 0.0145 -1.4030 -4.0498 0.341
H -0.3572 -4.1215 -1.7434 -0.029
H 3.9353 -2.1463 -6.5069 0.325
C -0.4550 1.9116 3.1562 0.849
C -1.2458 2.9272 3.8233 -1.528
C -1.5559 2.7204 5.1947 0.855
C -0.8883 1.8472 5.9763 -0.765
C -0.0338 0.9321 5.3982 -0.662
C 0.1301 0.9052 4.0060 -0.428
O 0.8406 -0.0908 3.4359 0.028
O -2.5848 3.4866 5.7270 -0.621
H -0.3217 1.9776 2.0864 1.046
H -1.8807 3.5511 3.2117 0.270
H -1.2993 1.7877 6.9732 0.371
H 0.3828 0.0958 5.9400 0.445
H 1.4087 0.2258 2.7298 -0.250
H -2.8062 4.2827 5.2384 0.310
C -2.6093 6.3897 -1.5732 -0.709
C -2.5498 5.0342 -1.1559 -0.760
C -1.5537 4.6920 -0.2459 0.558
C -0.6650 5.5857 0.2305 -0.607
C -0.8789 6.9496 -0.1632 -0.787
C -1.7799 7.3167 -1.0901 0.785
O -1.6987 8.6034 -1.5600 -0.560
O -1.3127 3.3728 0.1882 0.838
H -3.3717 6.8397 -2.1918 0.267
H -3.2297 4.2855 -1.5350 0.530
H 0.0403 5.2661 0.9833 0.229
H -0.2732 7.7550 0.2252 0.390
H -2.2543 8.7787 -2.3230 0.283
H -2.0086 2.7780 -0.1008 -0.453
C -1.9133 0.6148 -5.5919 0.318
C -1.8468 1.8406 -6.2712 -0.718
C -1.6955 1.8578 -7.6458 0.624
C -1.6617 0.6365 -8.3891 -0.605
C -1.6902 -0.5608 -7.7159 -0.510
C -1.7157 -0.5884 -6.3203 -0.001
O -1.8921 -1.8599 -5.7177 -0.546
O -1.5522 3.0384 -8.2795 -0.577
H -2.0307 0.5693 -4.5193 0.300
H -1.8507 2.7921 -5.7602 0.409
H -1.5885 0.6645 -9.4662 0.428
H -1.5334 -1.4789 -8.2626 0.426
H -1.9951 -1.9616 -4.7687 0.300
H -2.0989 3.7824 -8.0164 0.321
C 6.2339 2.3877 0.2157 -0.768
C 5.1962 1.6939 -0.4412 0.071
C 5.1895 0.3158 -0.4902 0.084
C 6.2295 -0.3744 0.1211 -0.466
C 7.2031 0.2506 0.8677 -0.677
C 7.2025 1.6599 0.9310 0.396
O 8.1873 2.2470 1.7067 -0.592
O 4.1129 -0.3269 -0.9831 -0.033
H 6.2251 3.4676 0.2262 0.320
H 4.3696 2.2419 -0.8689 0.636
H 6.1649 -1.4448 0.2493 0.246
H 7.9737 -0.3224 1.3621 0.455
H 8.0781 3.1679 1.9548 0.315
H 4.3333 -1.2470 -1.1454 -0.076
C -3.0808 -3.5938 2.0227 -1.323
C -1.9865 -3.8004 1.1727 1.748
C -1.8746 -5.0051 0.5558 -0.039
C -2.8769 -5.9498 0.6209 -0.506
C -3.9839 -5.7241 1.4142 -0.951
C -4.0613 -4.5459 2.1222 0.409
O -5.1086 -4.3588 2.9172 -0.630
O -0.7419 -5.1903 -0.0693 -0.379
H -3.2652 -2.7220 2.6329 0.259
H -1.2658 -3.0494 0.8847 -0.242
H -2.7297 -6.8702 0.0753 0.492
H -4.6761 -6.5497 1.4892 0.462
H -5.2973 -3.4176 2.9062 0.375
H -0.4901 -6.1040 0.0830 0.231
C 2.6292 2.2124 1.4195 0.604
C 2.6665 3.5747 1.8637 -0.254
C 3.6310 3.8314 2.8114 0.666
C 4.3026 2.8421 3.4741 -1.057
C 4.0477 1.4960 3.2361 -1.614
C 3.2703 1.2111 2.1312 1.143
O 3.0915 0.0025 1.6093 -0.047
O 3.9405 5.1702 3.0898 -0.628
H 1.9122 1.9251 0.6648 0.480
H 1.9542 4.3422 1.5990 -0.118
H 4.9593 3.0833 4.2968 0.481
H 4.7373 0.7886 3.6724 0.474
H 3.1679 -0.0055 0.6524 -0.439
H 3.3805 5.8119 2.6468 0.311
C -1.0273 0.7699 -1.2852 -0.085
C 0.1314 0.1226 -0.9800 -1.359
C 0.1187 -0.6366 0.1998 0.494
C -0.9628 -0.6413 1.0598 -1.286
C -2.1477 -0.0038 0.7715 -0.279
C -2.1694 0.6940 -0.4657 0.493
O -3.2975 1.3575 -0.8527 -0.281
O 1.1884 -1.5282 0.3326 1.643
H -1.0699 1.2697 -2.2417 0.482
H 0.9561 0.1081 -1.6772 0.793
H -0.9273 -1.1746 1.9983 0.858
H -3.0614 -0.0999 1.3392 0.501
H -3.9841 0.8387 -1.2782 -0.197
H 1.9291 -1.5119 -0.2779 -0.744
C -5.7014 -1.8591 -0.5858 -0.439
C -4.4389 -2.1881 -1.1612 -0.230
C -4.0093 -1.5310 -2.2963 0.704
C -4.7839 -0.5111 -2.9164 -1.186
C -6.0310 -0.2377 -2.4090 -0.381
C -6.4902 -0.8910 -1.2638 0.486
O -7.6836 -0.7170 -0.6273 -0.566
O -2.8241 -1.8956 -2.9010 -0.298
H -6.0418 -2.3418 0.3184 0.551
H -3.8162 -2.9460 -0.7093 0.261
H -4.4332 -0.1445 -3.8698 0.431
H -6.6148 0.4359 -3.0189 0.458
H -8.2232 -0.1073 -1.1359 0.284
H -2.2960 -2.4359 -2.3087 -0.149
```

As for the frontier orbital gap: 7.66 eV. As for the energy above the lowest of the compared OMol25 structures with the same formula, charge and spin: 329.5 kJ/mol. The HOMO energy is -7.68 eV. The energy comes out at -5866.3236 hartree. The calculation puts the LUMO energy at -0.0006 Eh.


Which of these has the lowest energy? C70H74Co2N2O5P


Which of these has the highest frontier orbital gap? C70H74F12O26


frontier orbital gap of number 2 (C70H74F12O26)? 7.66 eV